A) {
  "formula": "C4H12N2O2",
  "method": "wB97M-V/def2-TZVPD",
  "e_homo_ev": -8.525,
  "multiplicity": 1,
  "species": ["C", "C", "N", "C", "O", "N", "H", "H", "H", "H", "H", "H", "H", "H", "C", "O", "H", "H", "H", "H"],
  "coordinates": [[0.36681, -2.06984, -0.18938], [1.92921, 1.23938, 0.88633], [0.80426, -0.90960, 0.57924], [1.29733, 0.20453, 0.01969], [-0.02491, -0.63533, 1.66783], [1.03415, 0.38631, -1.27102], [-0.76913, -0.11508, 1.09686], [1.44826, 1.21053, -1.68569], [1.08820, -2.27229, -0.97861], [-0.62300, -1.89802, -0.61333], [0.33015, -2.90457, 0.50837], [2.80457, 1.65526, 0.38064], [1.21117, 2.04863, 1.04072], [2.21454, 0.82882, 1.85079], [-2.63885, 0.57304, -0.40823], [-1.26068, 0.46741, -0.20280], [-0.06859, 0.35842, -1.27367], [-3.12527, -0.40329, -0.58273], [-3.14758, 1.03082, 0.45447], [-2.87063, 1.20487, -1.27947]],
  "lowdin_charge": [-0.020, 0.013, -0.183, -0.367, -0.040, 0.157, 0.086, 0.110, 0.091, 0.087, 0.095, 0.090, 0.102, 0.089, -0.245, -0.375, 0.122, 0.063, 0.064, 0.062]
}

=====

B) {
  "formula": "C4H12N2O2",
  "method": "wB97M-V/def2-TZVPD",
  "e_homo_ev": -9.021,
  "smiles": "CN(C=O)CCN.O",
  "multiplicity": 1,
  "species": ["C", "N", "C", "C", "C", "N", "O", "H", "H", "H", "H", "H", "H", "H", "H", "H", "H", "H", "H", "O"],
  "coordinates": [[1.10381, -0.51797, -1.20542], [0.94128, 0.01236, 0.05319], [1.23148, 1.41777, 0.23732], [0.44879, -0.84816, 1.11518], [-0.71332, -0.28960, 1.93987], [-1.98203, -0.66912, 1.35727], [1.61556, 0.08731, -2.12234], [0.85720, -1.58775, -1.15328], [0.51336, 1.90840, 0.87431], [1.27917, 1.88301, -0.73654], [2.20631, 1.54775, 0.70418], [0.13772, -1.76466, 0.70041], [1.27305, -1.08114, 1.80547], [-0.66145, -0.64168, 2.96063], [-0.56802, 0.77973, 2.02251], [-2.77424, -0.62059, 1.97912], [-2.25947, -0.13001, 0.54597], [-1.37695, 0.38549, -4.26758], [-0.33094, -0.30532, -3.39061], [-0.94131, 0.43418, -3.41965]],
  "lowdin_charge": [-0.326, -0.132, -0.031, -0.169, -0.265, 0.001, 0.015, 0.136, 0.069, 0.089, 0.094, 0.093, 0.123, 0.111, 0.082, 0.061, 0.072, 0.027, 0.009, -0.058]
}

=====

C) {
  "formula": "C4H12N2O2",
  "method": "wB97M-V/def2-TZVPD",
  "e_homo_ev": -8.746,
  "smiles": "NCCNCC=O.O",
  "multiplicity": 1,
  "species": ["N", "C", "C", "N", "C", "C", "O", "H", "H", "H", "H", "H", "H", "H", "H", "H", "H", "H", "H", "O"],
  "coordinates": [[1.58374, -0.58308, -1.96887], [0.53466, 0.43011, -2.18617], [-0.67968, 0.13438, -1.30276], [-0.76530, 1.14364, -0.25530], [-1.82972, 0.90371, 0.73302], [-1.61455, -0.40026, 1.49593], [-0.50065, -0.72254, 1.81672], [2.50870, -0.20927, -2.17690], [1.61132, -0.87698, -0.99681], [0.25582, 0.35231, -3.23765], [0.93576, 1.42601, -2.01261], [-0.62199, -0.92343, -1.04181], [-1.56061, 0.29601, -1.93076], [0.08014, 1.02975, 0.30100], [-1.70765, 1.73403, 1.39852], [-2.85516, 0.93762, 0.35923], [-2.46997, -1.04565, 1.77118], [3.35848, -0.68769, 1.87222], [1.86439, -0.85414, 2.28820], [2.45278, -0.70213, 1.54354]],
  "lowdin_charge": [-0.018, -0.269, -0.244, -0.064, -0.179, -0.226, 0.041, 0.062, 0.038, 0.097, 0.102, 0.113, 0.113, 0.100, 0.111, 0.113, 0.121, 0.036, 0.015, -0.064]
}

=====

D) {
  "formula": "C4H12N2O2",
  "method": "wB97M-V/def2-TZVPD",
  "e_homo_ev": -9.047,
  "multiplicity": 1,
  "species": ["C", "C", "N", "C", "C", "N", "O", "H", "H", "H", "H", "H", "H", "H", "H", "H", "H", "H", "H", "O"],
  "coordinates": [[1.37116, 0.76586, 1.29395], [0.62248, -0.67994, 1.15763], [0.39489, -0.86271, -0.23476], [-0.45460, -0.02970, -1.04370], [-1.87400, 0.20395, -0.54428], [-2.59464, -0.99449, -0.09781], [-0.31075, -0.60821, 1.96913], [0.61979, 1.53374, 1.10489], [2.10882, 0.79780, 0.44003], [1.77448, 0.86205, 2.27487], [1.33447, -0.76538, -0.66313], [-0.51119, -0.51807, -2.04138], [0.09475, 0.91688, -1.19263], [-2.45082, 0.66487, -1.34748], [-1.89533, 0.89188, 0.28905], [-2.47833, -1.75233, -0.74697], [-2.18831, -1.27344, 0.77221], [2.90605, 1.27661, -1.65915], [1.40398, -1.42234, 1.44052], [2.12711, 0.99297, -1.17102]],
  "lowdin_charge": [0.110, -0.559, 0.087, -0.198, -0.258, 0.012, 0.085, 0.100, 0.049, 0.082, 0.115, 0.139, 0.106, 0.109, 0.101, 0.060, 0.036, -0.036, 0.184, -0.325]
}

=====

According to the calculations, the structures order from most to least stable as B), C), A), D).

=====

A) {
  "formula": "C4H12N2O2",
  "method": "wB97M-V/def2-TZVPD",
  "e_homo_ev": -8.813,
  "smiles": "NCNCCC=O.O",
  "multiplicity": 1,
  "species": ["C", "C", "C", "O", "N", "C", "N", "H", "H", "H", "H", "H", "H", "H", "H", "H", "H", "H", "H", "O"],
  "coordinates": [[0.36073, -0.85629, 0.12769], [-0.44786, -1.97269, -0.64308], [-1.40646, -1.34948, -1.59344], [-1.39057, -0.20943, -1.98743], [-0.63155, -0.04194, 0.82228], [-0.10407, 0.80265, 1.89236], [0.19329, 2.15964, 1.42952], [0.94591, -0.25455, -0.58127], [0.99441, -1.34799, 0.86366], [0.21206, -2.63682, -1.17330], [-0.90501, -2.46429, 0.22578], [-2.21734, -2.00136, -1.97260], [-1.25935, 0.44551, 0.19230], [-0.95280, 0.80388, 2.64800], [0.71087, 0.21775, 2.35240], [-0.22480, 2.80042, 2.09714], [1.18797, 2.36772, 1.43938], [1.77376, 0.44434, -2.35705], [1.33472, 1.69542, -1.50657], [1.82609, 1.39750, -2.27579]],
  "lowdin_charge": [-0.224, -0.132, -0.271, 0.052, -0.089, -0.310, 0.015, 0.080, 0.110, 0.109, 0.119, 0.120, 0.095, 0.121, 0.109, 0.059, 0.063, 0.017, 0.016, -0.059]
}

=====

B) {
  "formula": "C4H12N2O2",
  "method": "wB97M-V/def2-TZVPD",
  "e_homo_ev": -8.684,
  "smiles": "C[C@H](O)N(C)[C@@H](N)O",
  "multiplicity": 1,
  "species": ["C", "C", "C", "C", "N", "N", "O", "O", "H", "H", "H", "H", "H", "H", "H", "H", "H", "H", "H", "H"],
  "coordinates": [[0.44015, 0.90931, 0.68646], [-0.06694, -0.83278, -0.96620], [-1.29310, -0.72454, 1.14622], [1.32885, -1.28722, -1.38706], [-0.07710, -0.41143, 0.41824], [-0.47331, 2.02642, 0.51547], [0.90088, 0.91409, 2.00465], [-0.58817, 0.13440, -1.86282], [1.07528, 1.83162, 2.24416], [0.11882, 0.74090, -2.11216], [1.28307, 1.08297, -0.00674], [-0.75625, -1.68114, -1.03881], [-0.89252, 1.99907, -0.40792], [-1.22380, 1.95426, 1.19556], [-2.19018, -0.26757, 0.70605], [-1.42116, -1.80563, 1.15785], [-1.16608, -0.37918, 2.16996], [1.29089, -1.69261, -2.39520], [1.67774, -2.05283, -0.70189], [2.03292, -0.45813, -1.36579]],
  "lowdin_charge": [-0.500, -0.442, -0.074, -0.026, -0.129, 0.082, 0.001, -0.026, 0.098, 0.088, 0.142, 0.147, 0.067, 0.075, 0.087, 0.086, 0.085, 0.080, 0.084, 0.072]
}

=====

C) {
  "formula": "C4H12N2O2",
  "method": "wB97M-V/def2-TZVPD",
  "e_homo_ev": -8.650,
  "smiles": "NCCNCC=O.O",
  "multiplicity": 1,
  "species": ["N", "C", "C", "N", "C", "C", "O", "H", "H", "H", "H", "H", "H", "H", "H", "H", "H", "H", "H", "O"],
  "coordinates": [[-2.97662, 0.90387, -0.22878], [-1.55103, 1.21331, -0.08851], [-0.88659, 0.41781, 1.04141], [-0.14361, -0.72765, 0.48217], [1.10416, -0.37873, -0.12636], [2.28402, 0.14167, 0.62953], [2.47193, -0.02332, 1.80764], [-3.67492, 1.39858, 0.30666], [-3.14948, -0.08680, -0.10204], [-1.48532, 2.29263, 0.01137], [-1.17616, 0.85019, -1.04053], [-1.67577, -0.02424, 1.64304], [-0.28011, 1.05303, 1.70788], [-0.09976, -1.44832, 1.18834], [1.40307, -1.17353, -0.81995], [0.93899, 0.38513, -0.89865], [2.99930, 0.67272, -0.03784], [0.11370, -1.67001, -3.57232], [-0.79089, -1.31589, -2.44879], [0.14952, -1.33281, -2.66606]],
  "lowdin_charge": [-0.033, -0.258, -0.213, -0.058, -0.245, -0.255, 0.050, 0.056, 0.059, 0.109, 0.087, 0.106, 0.111, 0.111, 0.110, 0.108, 0.122, 0.049, 0.043, -0.060]
}

=====

According to the calculations, the structures order from most to least stable as B), A), C).

=====

A) {
  "formula": "C4H12N2O2",
  "method": "wB97M-V/def2-TZVPD",
  "e_homo_ev": -8.988,
  "smiles": "CN(C)CC(N)=O.O",
  "multiplicity": 1,
  "species": ["C", "N", "C", "C", "C", "N", "O", "H", "H", "H", "H", "H", "H", "H", "H", "H", "H", "H", "H", "O"],
  "coordinates": [[0.64161, -0.55284, -1.63630], [-0.25204, 0.39093, -0.89062], [-1.24428, 1.12856, -1.72569], [-0.93141, -0.29989, 0.28651], [-0.13804, 0.10463, 1.57640], [-0.41367, 1.33515, 2.02076], [0.60423, -0.78418, 2.10411], [1.37853, -1.05240, -1.09906], [-0.00296, -1.39977, -2.10465], [0.93096, 0.07683, -2.44991], [-0.72048, 1.82857, -2.48071], [-1.83252, 1.72650, -0.95392], [-1.92548, 0.40457, -2.18312], [-1.03980, -1.40249, 0.16195], [-2.03060, -0.12894, 0.51248], [-0.22643, 1.79363, 2.85374], [-0.76944, 1.95973, 1.26332], [1.83353, -1.58986, 1.68147], [3.44696, -1.43710, 1.47436], [2.69132, -2.10162, 1.58891]],
  "lowdin_charge": [-0.068, -0.271, -0.106, -0.122, -0.425, 0.185, -0.013, 0.051, 0.109, 0.064, 0.106, 0.084, 0.072, 0.123, 0.128, 0.089, 0.128, -0.044, 0.057, -0.147]
}

=====

B) {
  "formula": "C4H12N2O2",
  "method": "wB97M-V/def2-TZVPD",
  "e_homo_ev": -7.677,
  "multiplicity": 1,
  "species": ["C", "N", "C", "O", "C", "N", "C", "O", "H", "H", "H", "H", "H", "H", "H", "H", "H", "H", "H", "H"],
  "coordinates": [[-0.18305, 0.93315, 0.42683], [-0.81321, 1.46640, 1.69162], [-0.11919, 2.63712, 2.14447], [1.33544, -2.55660, 0.46097], [-1.03942, -0.21922, -0.17861], [-0.75732, -0.42301, -1.56929], [0.25829, -1.44647, -2.02695], [1.47795, -1.22500, -1.52093], [0.80195, 0.48380, 0.54557], [-0.19706, 1.78070, -0.27650], [2.14548, -3.04633, 0.55485], [-0.55984, 3.10609, 3.06707], [0.95110, 2.33833, 2.26023], [-0.19746, 3.38019, 1.34684], [-2.11185, 0.12569, -0.14083], [-0.88214, -1.15713, 0.45601], [-1.62233, -0.35509, -2.03517], [-0.20073, -2.51868, -1.73904], [0.24924, -1.48259, -3.13951], [1.46417, -1.82135, -0.32763]],
  "lowdin_charge": [-0.182, 0.116, -0.129, -0.183, -0.229, 0.007, -0.381, -0.182, 0.138, 0.131, -0.009, 0.098, 0.116, 0.098, 0.127, 0.140, 0.091, 0.166, 0.116, -0.048]
}

=====

According to the calculations, the structures order from most to least stable as A), B).

=====

A) {
  "formula": "C4H12N2O2",
  "method": "wB97M-V/def2-TZVPD",
  "e_homo_ev": -9.024,
  "smiles": "C[C@@H](CN)NC=O.O",
  "multiplicity": 1,
  "species": ["C", "N", "C", "C", "C", "N", "O", "H", "H", "H", "H", "H", "H", "H", "H", "H", "H", "H", "H", "O"],
  "coordinates": [[-0.62017, 0.88074, 2.23317], [-0.97831, -0.33858, 1.66319], [-1.37675, 0.44450, -0.70787], [-0.88680, -0.66397, 0.25202], [0.66336, -0.99810, -0.00832], [0.87094, -1.27357, -1.51522], [-0.13637, 1.88976, 1.86020], [-0.80204, 0.78376, 3.28672], [-1.41189, -1.11743, 2.15525], [-2.29770, 0.81997, -0.48930], [-1.36113, 0.04585, -1.72360], [-0.76564, 1.39588, -0.47703], [-1.39793, -1.74535, 0.13068], [1.17750, 0.00009, 0.14400], [1.04956, -1.79940, 0.54709], [0.03395, -1.29048, -2.07142], [1.42991, -2.08546, -1.82025], [2.61297, 1.99512, -0.54482], [2.25525, 1.12462, -1.75503], [1.94129, 1.93204, -1.15947]],
  "lowdin_charge": [-0.380, 0.032, -0.045, -0.355, -0.175, -0.020, 0.066, 0.110, 0.134, 0.034, 0.069, 0.107, 0.171, 0.091, 0.079, 0.024, 0.062, -0.024, 0.102, -0.081]
}

=====

B) {
  "formula": "C4H12N2O2",
  "method": "wB97M-V/def2-TZVPD",
  "e_homo_ev": -8.777,
  "smiles": "C[C@@H](ON)[C@@H](C)ON",
  "multiplicity": 1,
  "species": ["C", "C", "C", "C", "N", "N", "O", "O", "H", "H", "H", "H", "H", "H", "H", "H", "H", "H", "H", "H"],
  "coordinates": [[-1.13103, 0.11211, 0.38255], [-0.33964, 0.91315, -0.62276], [-1.61268, -1.28440, 0.06447], [0.73956, 1.87530, -0.17965], [0.57166, -0.95200, 1.79111], [1.41946, -0.68411, -1.29389], [-0.34486, 0.14228, 1.68621], [0.19337, -0.05981, -1.67447], [-1.98091, 0.73998, 0.66984], [-1.06987, 1.44193, -1.24302], [1.43259, -0.65823, 1.32076], [0.69174, -1.08840, 2.79149], [2.15323, -0.23551, -1.84338], [1.34375, -1.64340, -1.62695], [-0.80861, -1.91802, -0.29983], [0.30156, 2.76155, 0.26992], [-2.44631, -1.25159, -0.63129], [-1.91778, -1.77964, 0.98429], [1.45595, 1.40662, 0.49067], [1.34880, 2.16218, -1.03606]],
  "lowdin_charge": [-0.290, -0.284, -0.049, -0.042, 0.021, 0.022, -0.219, -0.217, 0.143, 0.143, 0.057, 0.082, 0.082, 0.085, 0.062, 0.088, 0.085, 0.083, 0.064, 0.083]
}

=====

According to the calculations, the structures order from most to least stable as A), B).

=====

A) {
  "formula": "C2H10O4",
  "method": "wB97M-V/def2-TZVPD",
  "e_homo_ev": -10.648,
  "smiles": "CC=O.O.O.O",
  "multiplicity": 1,
  "species": ["O", "C", "C", "H", "H", "H", "H", "H", "H", "O", "H", "H", "O", "H", "H", "O"],
  "coordinates": [[0.90500, -0.97846, -1.31755], [0.04780, -1.80556, -1.22300], [-0.54998, -2.20520, 0.07078], [-0.09538, -2.39294, -2.10309], [-1.56698, -1.87464, -0.21170], [-0.37937, -1.42986, 0.84626], [-0.43148, -3.24529, 0.51924], [1.68120, -0.53781, 0.21017], [2.60754, 0.24087, 1.10532], [1.69682, -0.12638, 1.05314], [0.78872, 1.84638, 1.55119], [-0.30574, 2.56722, 0.81142], [-0.09846, 2.24787, 1.69968], [-1.89090, 2.21612, 0.10472], [-1.53734, 1.27106, -1.07306], [-1.98550, 2.03240, -0.79116]],
  "lowdin_charge": [0.036, -0.310, -0.043, 0.112, 0.090, 0.080, 0.118, -0.041, 0.070, -0.063, 0.026, 0.008, -0.075, -0.019, 0.005, 0.005]
}

=====

B) {
  "formula": "C2H10O4",
  "method": "wB97M-V/def2-TZVPD",
  "e_homo_ev": -8.388,
  "multiplicity": 1,
  "species": ["O", "C", "C", "H", "H", "H", "H", "H", "H", "O", "H", "H", "O", "H", "H", "O"],
  "coordinates": [[-0.66873, -0.55746, 0.15331], [-2.22050, -0.46744, -0.13443], [-2.43097, 0.91808, -0.12116], [-2.77372, -1.04141, 0.60920], [-2.10648, -1.00829, -1.06757], [-1.83120, 1.56750, -0.75386], [-3.29839, 1.32987, 0.38907], [1.79881, 1.38502, -1.54330], [1.40364, 1.03964, 0.38424], [1.82854, 0.51612, -1.12284], [2.17554, -1.31749, -0.51838], [-0.60519, 0.34608, 0.43848], [1.73455, -2.01202, -0.01573], [0.94622, -1.47475, 0.11991], [1.48933, 2.12210, 1.37775], [0.92374, 1.35400, 1.21850]],
  "lowdin_charge": [-0.034, -0.141, 0.259, 0.130, 0.158, 0.119, 0.111, -0.051, -0.021, -0.309, -0.013, -0.004, -0.087, -0.035, 0.040, -0.121]
}

=====

According to the calculations, the structures order from most to least stable as A), B).